A gas-phase ion, C5H7O5S2 (charge -1), computed with ωB97M-V/def2-TZVPD.

Computed properties:
HOMO   -5.53 eV
Charge   -1
HOMO-LUMO gap   8.63 eV
Relative energy (zero: lowest compared OMol25 entry of this formula, charge and spin)   22.6 kJ/mol
LUMO   3.0990 eV

Structure (XYZ):
```
19
Properties=species:S:1:pos:R:3:forces:R:3:mulliken_charge:R:1
S 2.197 0.483 1.305 0.15 0.53 -0.36 -0.313
S -2.088 -0.783 -0.280 -0.87 -0.98 0.46 0.733
O -1.691 0.169 1.329 -1.43 0.42 0.90 -0.480
O -0.083 0.723 2.781 -0.94 0.64 1.43 -0.687
O 0.674 -1.952 0.798 -0.29 0.52 -1.85 -0.630
O -3.177 -1.573 0.277 0.30 0.29 -0.31 -0.633
O -2.494 0.294 -1.160 -0.22 0.49 -0.35 -0.561
C 0.433 0.407 0.464 2.91 -0.65 2.61 0.686
C 0.772 -1.172 -1.537 -2.92 2.20 0.99 -1.760
C -0.500 0.484 1.680 0.58 -1.24 -1.65 0.673
C 0.576 -1.076 -0.050 -0.35 0.57 1.57 0.712
C 0.306 1.587 -0.455 0.19 -1.43 -1.94 -1.215
H -0.771 1.782 -0.595 0.63 0.64 0.16 0.353
H -0.109 -0.684 -2.076 1.33 -0.54 0.70 0.376
H 1.016 2.364 -0.141 -0.85 0.09 -0.15 0.342
H 0.812 -2.143 -1.789 0.36 -3.49 -1.08 0.471
H 1.827 0.589 2.629 -0.08 -0.15 -1.12 0.202
H 0.648 1.159 -1.444 -0.24 1.20 0.72 0.256
H 1.654 -0.659 -1.736 1.75 0.89 -0.74 0.474
```
Positions in Å, forces in eV/Å.

=====

2 unconnected molecules or ions with the total composition C4H13N2OS, computed with ωB97M-V/def2-TZVPD.

Computed properties:
HOMO   -2.80 eV
Charge   -1
HOMO-LUMO gap   6.61 eV
Relative energy (zero: lowest compared OMol25 entry of this formula, charge and spin)   48.1 kJ/mol
LUMO   3.8083 eV

Structure (XYZ):
```
21
Properties=species:S:1:pos:R:3:forces:R:3:mulliken_charge:R:1
S -2.503 -0.188 -0.652 0.28 0.02 -0.07 -0.616
O -1.055 2.936 -1.713 0.33 0.94 -0.31 -0.655
N 3.287 -0.491 0.604 0.31 0.05 0.36 -0.734
N 1.009 -1.271 1.151 -0.05 -0.46 0.35 -0.515
C -0.682 -0.586 -0.603 -1.55 0.63 1.08 -0.881
C -0.147 -0.401 0.833 0.82 0.44 -0.25 0.369
C 0.231 1.056 1.133 -0.15 0.31 -0.76 -1.337
C 2.105 -1.264 0.206 0.06 1.08 0.03 -0.575
H 3.458 -0.618 1.590 0.09 -0.71 0.33 0.299
H 0.243 1.654 0.236 0.07 0.12 -0.59 0.221
H 1.774 -0.827 -0.732 0.06 -0.11 -0.36 0.318
H -0.256 0.180 -1.254 0.57 -0.71 -0.34 0.104
H 1.222 1.186 1.554 -0.06 -0.19 0.57 0.436
H -1.881 2.448 -1.699 -0.17 -0.71 0.27 0.310
H 0.676 -2.219 1.230 -0.15 -0.14 0.08 0.265
H 3.095 0.492 0.619 -0.38 0.58 -0.62 0.283
H -0.546 1.549 1.694 -0.05 0.09 0.63 0.264
H 2.460 -2.262 0.018 -0.04 -0.57 -0.05 0.428
H -0.358 2.289 -1.604 -0.21 -0.28 0.03 0.286
H -0.942 -0.618 1.534 -0.16 -0.61 0.04 0.458
H -0.570 -1.635 -0.883 0.37 0.22 -0.44 0.271
```
Positions in Å, forces in eV/Å.

=====

A single C6H4ClF3O3S molecule, computed with ωB97M-V/def2-TZVPD.

Computed properties:
HOMO (spin up / spin down)   -8.44 / -7.90 eV
Charge   0
HOMO-LUMO gap (spin up / spin down)   7.56 / 6.60 eV
Relative energy (zero: lowest compared OMol25 entry of this formula, charge and spin)   0.0 kJ/mol
LUMO (spin up / spin down)   -0.8734 / -1.2966 eV

Structure (XYZ):
```
18
Properties=species:S:1:pos:R:3:forces:R:3:mulliken_charge:R:1
Cl 1.702 1.983 1.649 -0.17 0.50 0.63 -0.196
S 1.432 1.132 -0.241 -0.92 -1.87 1.67 0.269
F 3.633 -0.722 1.157 -0.12 0.33 0.98 -0.238
F 2.322 -2.471 1.206 0.42 -0.94 0.41 -0.254
F 3.282 -1.740 -0.631 -1.05 -0.28 0.33 -0.268
O 2.691 1.332 -0.870 1.68 0.14 -1.30 -0.496
O 0.242 -1.237 0.496 -0.98 1.01 -0.15 -0.235
O -1.164 2.952 -0.291 -0.09 -1.10 -0.20 -0.348
C -2.972 0.237 -0.794 2.66 -1.98 0.44 -1.499
C -0.960 -0.728 0.335 -0.80 -0.40 -0.98 -0.244
C 1.378 -0.574 0.377 1.60 1.45 -1.18 0.013
C -1.538 0.496 -0.186 -0.47 -0.57 -0.12 0.510
C -1.243 1.795 -0.249 0.33 0.75 0.56 0.714
C 2.660 -1.383 0.546 -0.40 0.94 -1.43 0.869
H -3.250 -0.769 -0.404 -0.11 0.75 -0.76 0.367
H -1.719 -1.500 0.203 0.74 -0.26 0.70 0.292
H -2.843 0.286 -1.864 -0.48 -0.30 -0.30 0.308
H -3.653 0.911 -0.440 -1.84 1.84 0.71 0.433
```
Positions in Å, forces in eV/Å.

=====

A gas-phase ion, C5H12NO (charge -1), computed with ωB97M-V/def2-TZVPD.

Computed properties:
HOMO   -2.29 eV
Charge   -1
HOMO-LUMO gap   6.24 eV
SMILES   CCN(C)CC[O-]
Relative energy (zero: lowest compared OMol25 entry of this formula, charge and spin)   106.9 kJ/mol
LUMO   3.9536 eV

Structure (XYZ):
```
19
Properties=species:S:1:pos:R:3:forces:R:3:mulliken_charge:R:1
O -2.066 -1.783 0.012 0.23 -0.04 0.18 -0.867
N 0.300 0.230 -0.584 -0.46 -0.29 0.44 -0.177
C 1.525 1.335 1.309 -0.01 0.48 -0.46 -1.272
C 0.347 -0.993 -1.354 1.30 -1.00 -0.54 -1.136
C 1.288 0.072 0.468 0.77 0.39 0.63 -0.448
C -1.045 0.430 0.059 0.60 -0.21 0.48 -0.313
C -2.167 -0.514 -0.414 -0.13 -0.29 -0.03 -0.741
H 1.299 -1.062 -1.924 -0.24 0.32 0.27 0.314
H 0.287 -1.885 -0.735 -0.03 -0.18 0.33 0.383
H 0.845 1.472 2.157 -0.03 -0.13 -0.28 0.288
H -0.916 0.235 1.131 -0.20 -0.19 0.07 0.201
H -0.434 -1.153 -2.067 -0.58 0.49 -0.36 0.355
H 1.438 2.207 0.642 -0.06 -0.12 0.24 0.325
H 1.035 -0.749 1.157 -0.20 -0.15 -0.11 0.376
H 2.266 -0.204 0.045 -0.27 0.06 -0.28 0.475
H -2.135 -0.454 -1.535 -0.49 0.40 -0.01 0.233
H 2.546 1.352 1.698 0.01 -0.13 0.11 0.397
H -1.293 1.487 0.003 -0.27 0.33 -0.38 0.287
H -3.120 -0.025 -0.068 0.06 0.25 -0.29 0.320
```
Positions in Å, forces in eV/Å.

=====

A single C6H9N molecule, computed with ωB97M-V/def2-TZVPD.

Computed properties:
HOMO   -7.74 eV
Charge   0
HOMO-LUMO gap   7.22 eV
Relative energy (zero: lowest compared OMol25 entry of this formula, charge and spin)   503.5 kJ/mol
LUMO   -0.5202 eV

Structure (XYZ):
```
16
Properties=species:S:1:pos:R:3:forces:R:3:mulliken_charge:R:1
N -0.250 -0.680 -2.610 -0.04 0.18 -0.24 -0.546
C 0.403 0.872 1.506 0.18 0.08 -0.14 -0.360
C -0.718 0.195 0.944 -0.11 -0.10 -0.08 -0.276
C 0.377 -0.485 -1.284 0.09 0.16 0.25 0.101
C 0.075 1.683 2.711 0.01 0.22 -0.01 -0.905
C -0.653 -0.507 -0.219 0.09 -0.11 -0.09 -0.254
C 0.682 -1.679 -2.141 0.05 -0.23 0.05 -0.393
H 1.166 0.258 -1.197 -0.17 -0.17 0.11 0.446
H -1.694 0.212 1.448 0.06 -0.21 0.01 0.271
H 0.249 -2.653 -1.924 0.00 0.20 0.09 0.216
H -1.513 -1.112 -0.509 -0.01 0.17 0.01 0.296
H 0.780 2.514 2.785 -0.07 0.00 0.11 0.322
H 0.220 1.109 3.644 0.08 -0.14 -0.40 0.285
H -0.957 2.071 2.753 0.02 -0.12 -0.05 0.287
H 1.671 -1.733 -2.600 -0.21 0.13 0.27 0.265
H 0.161 -0.064 -3.305 0.05 -0.06 0.13 0.246
```
Positions in Å, forces in eV/Å.

=====

A molecular structure, C10H16ClI2NOPSn, computed with ωB97M-V/def2-TZVPD.

Computed properties:
HOMO (spin up / spin down)   -16.98 / -17.02 eV
Charge   +3
HOMO-LUMO gap (spin up / spin down)   2.64 / 2.69 eV
Relative energy (zero: lowest compared OMol25 entry of this formula, charge and spin)   326.0 kJ/mol
LUMO (spin up / spin down)   -14.3387 / -14.3276 eV

Structure (XYZ):
```
33
Properties=species:S:1:pos:R:3:forces:R:3:mulliken_charge:R:1
I -0.654 -4.825 -0.854 0.38 0.34 -0.05 0.140
I 1.929 -4.667 -1.496 -0.31 -0.06 0.08 0.144
Sn 0.098 -0.033 -0.171 3.31 -1.79 0.42 1.441
Cl 2.421 0.039 -0.095 -0.23 -0.07 0.83 -0.314
P 0.034 0.570 -2.349 0.34 1.38 -5.27 0.417
O -3.118 -0.055 0.139 10.61 -0.26 -0.96 -0.212
N 0.027 0.012 2.095 -1.23 -0.09 -1.97 -0.064
C 1.213 -0.176 4.064 1.26 -0.09 1.55 -0.599
C -1.197 0.174 4.055 -0.85 0.10 1.92 -0.684
C -1.859 -0.045 0.051 -14.13 0.44 1.88 0.136
C -1.189 0.187 5.435 -1.22 0.17 -0.36 -0.715
C 1.193 -0.179 5.436 1.14 -0.20 0.07 -0.705
C 0.015 0.012 3.397 0.06 -0.15 2.07 2.326
C 0.921 -0.679 -3.284 0.25 -0.50 0.09 -1.103
C 0.908 2.110 -2.612 0.21 0.50 0.35 -1.180
C -1.571 0.741 -3.101 -0.84 -0.06 0.26 -1.165
C 0.001 0.009 6.143 0.08 -0.01 0.03 -0.442
H -1.425 0.999 -4.164 0.04 -0.09 0.35 0.405
H 0.369 2.946 -2.149 0.09 -0.09 -0.13 0.417
H 0.396 -1.640 -3.245 0.05 0.10 -0.06 0.357
H -1.036 0.218 1.849 2.85 -0.24 -0.31 -0.192
H 0.985 -0.339 -4.330 -0.03 -0.03 0.31 0.450
H 1.914 2.055 -2.183 -0.10 0.06 -0.17 0.401
H -2.122 0.340 5.980 0.26 -0.08 -0.18 0.427
H 1.928 -0.813 -2.877 -0.09 0.02 -0.18 0.405
H -2.151 1.535 -2.617 0.06 -0.03 -0.17 0.431
H 2.148 -0.319 3.519 -0.12 0.05 0.10 0.426
H -2.140 -0.193 -3.036 0.06 0.09 -0.14 0.429
H 2.120 -0.327 5.988 -0.19 0.02 -0.13 0.431
H 0.001 0.016 7.232 0.01 0.02 -0.21 0.460
H 1.059 -0.160 1.786 -1.59 0.57 -0.17 -0.114
H 0.978 2.283 -3.698 -0.04 -0.12 0.29 0.438
H -2.135 0.284 3.523 -0.06 0.09 -0.13 0.408
```
Positions in Å, forces in eV/Å.

=====

A single C7H10 molecule, computed with ωB97M-V/def2-TZVPD.

Computed properties:
HOMO   -9.10 eV
Charge   0
HOMO-LUMO gap   10.06 eV
SMILES   C#C[C@@H]1[C@H](C)[C@@H]1C
Relative energy (zero: lowest compared OMol25 entry of this formula, charge and spin)   354.4 kJ/mol
LUMO   0.9670 eV

Structure (XYZ):
```
17
Properties=species:S:1:pos:R:3:forces:R:3:mulliken_charge:R:1
C 1.066 0.068 0.076 0.06 -0.04 -0.19 0.154
C 1.041 0.731 1.453 -0.16 0.05 -0.19 -1.418
C -0.941 1.300 -1.267 -0.65 0.86 0.51 -0.777
C -1.396 2.200 -1.932 0.27 -0.56 0.04 -0.124
C 0.123 -1.067 -0.242 -0.09 -0.12 0.01 0.136
C -0.021 0.228 -0.998 0.00 -0.11 -0.83 0.193
C -0.872 -1.669 0.712 -0.07 0.08 0.09 -1.459
H 0.587 -1.804 -0.901 -0.22 0.06 0.17 0.347
H 0.035 0.842 1.869 0.08 -0.01 -0.20 0.294
H -0.387 -2.411 1.358 -0.08 0.14 -0.06 0.340
H 0.096 0.102 -2.090 1.68 -0.66 0.67 0.250
H 2.082 -0.027 -0.307 -0.19 -0.07 -0.01 0.334
H 1.502 1.725 1.441 -0.11 -0.14 -0.13 0.378
H 1.617 0.124 2.171 -0.17 0.08 -0.32 0.339
H -1.660 -2.181 0.149 0.09 0.08 0.11 0.385
H -1.350 -0.916 1.343 0.04 -0.08 -0.04 0.289
H -1.522 2.756 -2.833 -0.49 0.42 0.36 0.338
```
Positions in Å, forces in eV/Å.

=====

14 unconnected molecules or ions with the total composition C3H32O15, computed with ωB97M-V/def2-TZVPD.

Computed properties:
HOMO (spin up / spin down)   -13.72 / -13.71 eV
Charge   +1
HOMO-LUMO gap (spin up / spin down)   8.38 / 4.16 eV
LUMO (spin up / spin down)   -5.3415 / -9.5506 eV
Spin multiplicity   2

Structure (XYZ):
```
50
Properties=species:S:1:pos:R:3:forces:R:3:mulliken_charge:R:1
O -0.187 -1.798 -1.211 0.26 2.86 -0.30 -0.534
O 2.225 2.631 0.373 0.56 -2.16 1.29 -0.613
O -2.532 -1.089 3.167 0.20 -0.56 -0.82 -0.645
O -2.385 1.199 0.471 1.12 0.54 1.07 -0.206
O 0.750 2.573 -2.994 -1.36 2.17 -0.81 -0.606
O -4.329 -0.730 0.597 -0.82 0.46 0.33 -0.589
O -3.320 -3.372 1.893 0.67 -0.54 -0.38 -0.679
O 2.874 0.925 -2.875 0.26 -1.31 -0.11 -0.557
O 0.751 -1.030 -3.708 0.63 0.72 0.89 -0.663
O -1.892 3.224 -2.249 -1.46 1.38 -0.31 -0.629
O -0.077 0.017 4.239 -1.12 0.12 0.11 -0.687
O 2.159 -2.568 0.142 0.61 -0.37 -1.92 -0.702
O 2.611 -0.167 0.654 -0.61 1.53 -0.52 -0.498
O 3.835 -1.674 -2.273 -0.23 0.73 0.24 -0.748
O 0.921 2.225 3.211 1.27 2.46 -1.42 -0.601
C -1.334 1.018 1.029 -0.83 0.19 -1.11 0.167
C -0.332 0.083 0.448 0.82 -1.39 -1.40 0.747
C -1.069 -0.842 -0.580 0.06 -2.58 0.22 -0.272
H 1.160 2.486 -3.849 0.37 -0.20 -0.27 0.362
H -1.679 -0.317 -1.360 0.57 0.09 0.72 0.360
H 1.272 -2.693 -0.216 -0.51 -0.24 0.21 0.432
H -3.436 -0.926 2.905 -0.81 1.07 0.28 0.297
H 0.440 0.660 -0.107 -0.26 0.46 0.60 -0.063
H 0.291 -1.258 -1.918 -0.43 -1.33 0.26 0.357
H 3.507 0.215 -2.658 -0.30 -0.18 -0.24 0.282
H 1.438 2.384 3.999 0.32 0.50 0.26 0.305
H -2.559 -1.982 2.757 0.84 -0.28 0.60 0.416
H 1.969 2.463 1.306 -0.60 1.23 -0.11 0.289
H 2.743 1.779 0.406 -0.27 0.91 -1.22 0.329
H 0.297 -0.693 3.749 1.17 -1.01 -0.46 0.294
H -0.062 -0.875 -4.185 -0.36 -0.02 -0.41 0.302
H 3.215 -0.360 1.343 1.04 -0.22 1.10 0.221
H 0.241 -0.420 1.258 -0.56 0.25 -0.48 0.152
H -5.056 -0.081 0.698 0.20 -0.80 0.03 0.336
H -2.883 -4.104 1.437 -0.01 -0.55 0.68 0.352
H -1.970 2.427 -1.767 0.26 -1.10 0.49 0.242
H -1.702 -1.572 -0.041 -0.29 0.98 0.08 -0.226
H 2.635 -2.388 -0.722 -0.34 -0.33 1.36 0.323
H -3.684 -0.200 0.142 0.22 -0.03 -0.39 0.279
H 4.149 -2.428 -1.770 0.08 -0.38 -0.50 0.297
H 3.065 -1.862 -2.823 0.20 -0.69 -0.03 0.328
H 1.171 -0.150 -3.616 0.03 -0.40 -0.29 0.343
H -0.990 1.550 1.929 -0.15 0.49 0.52 0.432
H -0.994 -0.307 4.243 -0.30 0.41 0.34 0.356
H 0.489 1.449 3.438 -1.46 -2.72 1.00 0.343
H -3.371 -2.791 1.142 -0.85 1.01 -0.56 0.242
H 2.307 -1.038 0.366 0.02 -0.49 0.09 0.380
H -0.994 3.371 -2.514 1.05 -0.32 -0.17 0.410
H 3.270 1.623 -2.377 0.05 1.34 0.46 0.323
H 0.961 1.843 -2.472 1.03 -1.69 1.04 0.220
```
Positions in Å, forces in eV/Å.

=====

Asked for energy across the records above, the calculation gives -37207.40928 -20222.43492 -43934.22064 -8915.95590 -7852.94163 -57974.69829 -7417.36189 -34332.74081 eV in order.